(1)
DFT (ωB97M-V/def2-TZVPD) results for C4H7NOS in the gas phase at a distorted geometry.

ORCA input file:
```
! RIJCOSX wB97M-V def2-TZVPD def2/J DEFGRID3
* xyz 0 1
C 1.397 0.298 -1.937
C 0.780 0.896 -0.915
C -1.547 -0.987 1.271
C -0.260 -0.334 0.853
N -0.211 -0.002 -0.465
O 1.082 2.010 -0.213
S 0.319 -1.162 -1.689
H 2.112 0.465 -2.772
H -1.456 -1.352 2.336
H -1.798 -2.062 0.853
H -2.361 -0.277 1.122
H 0.688 -0.722 1.110
H -0.292 0.662 1.317
H 1.548 2.567 -0.872
*
```

Values from the calculation:
HOMO, hartree: -0.296
Energy above the lowest of the compared OMol25 structures with the same formula, charge and spin, eV: 2.969
Molar mass, g mol⁻¹: 117.2
Frontier orbital gap, eV: 8.7

---

(2)
DFT (ωB97M-V/def2-TZVPD) results for a molecular structure, C3H3O2Yb at a distorted geometry.

ORCA input file:
```
! RIJCOSX wB97M-V def2-TZVPD def2/J DEFGRID3
* xyz 3 3
O 0.450 -1.245 -0.478
Yb 3.253 2.208 0.620
O 1.739 0.417 0.273
C 0.825 -0.005 -0.405
C -0.941 -1.150 -0.182
C -1.089 0.194 0.204
H -1.558 -1.751 -0.846
H -1.003 0.480 1.256
H -1.677 0.853 -0.441
*
```

Values from the calculation:
HOMO (spin up / spin down), hartree: -0.850 / -0.885
Energy above the lowest of the compared OMol25 structures with the same formula, charge and spin, eV: 1.621
Molar mass, g mol⁻¹: 244.1
Frontier orbital gap (spin up / spin down), eV: 8.5 / 6.9

---

(3)
DFT (ωB97M-V/def2-TZVPD) results for 2 unconnected molecules or ions with the total composition CH3NO2P at a distorted geometry.

ORCA input file:
```
! RIJCOSX wB97M-V def2-TZVPD def2/J DEFGRID3
* xyz -1 1
C -1.373 -0.618 0.789
N -1.225 -0.113 -0.408
O 1.519 1.667 0.270
O 1.890 -0.598 -0.655
P 2.002 0.294 0.576
H -0.448 -0.598 1.384
H -0.344 0.151 -0.776
H -2.021 -0.185 -1.179
*
```

Values from the calculation:
HOMO, hartree: -0.156
Energy above the lowest of the compared OMol25 structures with the same formula, charge and spin, eV: 0.727
Molar mass, g mol⁻¹: 92.0
Frontier orbital gap, eV: 8.6

---

(4)
DFT (ωB97M-V/def2-TZVPD) results for 6 unconnected molecules or ions with the total composition C22H39Br10FN4O6 at a distorted geometry.

ORCA input file:
```
! RIJCOSX wB97M-V def2-TZVPD def2/J DEFGRID3
* xyz 0 1
C 1.064 -3.164 1.676
O 2.263 -2.556 1.126
C 1.947 -1.329 0.435
N 1.783 -0.155 1.381
C 0.829 0.753 1.149
N 0.511 1.948 1.984
C -0.989 1.877 2.156
F -1.384 3.232 2.392
C -1.451 0.724 3.173
C -2.775 1.049 4.018
C -2.859 0.468 5.538
N -3.836 1.710 3.598
C -1.338 1.528 0.590
O -1.659 2.823 0.050
C -2.560 0.525 0.290
O -2.128 -0.885 0.268
C -3.248 -1.762 0.351
C -3.354 -3.073 1.257
O -4.241 -1.496 -0.400
N -0.158 0.781 0.071
C 0.322 1.083 -1.302
O 1.565 1.089 -1.603
O -0.585 1.370 -2.330
H 1.280 -4.267 1.915
H 0.682 -2.597 2.615
H 0.177 -3.179 0.924
H 2.759 -1.025 -0.310
H 0.976 -1.496 -0.168
H 2.408 -0.047 2.197
H 1.059 1.928 2.870
H -1.512 -0.317 2.664
H -0.592 0.615 3.950
H -3.346 1.208 6.257
H -1.815 0.118 5.849
H -3.520 -0.481 5.449
H -3.652 1.986 2.618
H -2.639 2.915 -0.029
H -2.996 0.789 -0.753
H -3.433 0.592 1.029
H -4.058 -2.964 2.162
H -2.331 -3.473 1.625
H -3.806 -3.915 0.606
Br -2.511 -3.249 -2.091
C -3.316 -4.520 -3.330
C -4.645 -5.015 -2.816
Br -4.409 -6.332 -1.398
H -2.589 -5.317 -3.487
H -3.446 -3.965 -4.261
H -5.190 -5.539 -3.603
H -5.274 -4.221 -2.411
Br -3.847 -3.120 5.810
C -4.243 -3.715 7.624
C -4.904 -2.621 8.426
Br -3.608 -1.283 8.999
H -3.305 -4.062 8.057
H -4.919 -4.564 7.503
H -5.325 -3.023 9.349
H -5.684 -2.094 7.875
Br 5.407 4.838 -3.204
C 4.043 3.462 -3.435
C 4.532 2.120 -2.952
Br 5.760 1.311 -4.233
H 3.762 3.467 -4.488
H 3.196 3.801 -2.835
H 3.700 1.417 -2.871
H 5.054 2.169 -1.997
Br 3.729 9.440 -2.333
C 2.952 8.174 -3.596
C 1.608 7.681 -3.121
Br 1.803 6.357 -1.704
H 3.681 7.376 -3.736
H 2.848 8.733 -4.529
H 1.084 7.161 -3.925
H 0.970 8.474 -2.730
Br 8.447 -0.023 -6.941
C 7.080 -1.393 -7.171
C 7.563 -2.737 -6.686
Br 8.789 -3.552 -7.964
H 6.799 -1.389 -8.224
H 6.232 -1.051 -6.572
H 6.730 -3.438 -6.604
H 8.086 -2.688 -5.730
*
```

Values from the calculation:
HOMO, hartree: -0.299
Molar mass, g mol⁻¹: 1273.6
Frontier orbital gap, eV: 7.5

---

(5)
DFT (ωB97M-V/def2-TZVPD) results for 3 unconnected molecules or ions with the total composition C2H9NO4 at a distorted geometry.

ORCA input file:
```
! RIJCOSX wB97M-V def2-TZVPD def2/J DEFGRID3
* xyz 0 1
O -0.965 1.951 1.809
C -0.481 1.561 0.794
N -0.474 0.239 0.387
C -0.764 -0.804 1.317
O 0.248 -1.794 1.455
H 0.234 2.241 0.193
H 0.114 -0.145 -0.374
H -1.168 -0.503 2.245
H -1.517 -1.320 0.845
H -0.090 -2.585 1.992
O -1.115 -0.017 -6.633
H -1.689 0.139 -5.937
H -0.676 0.822 -6.591
O 2.939 0.235 2.507
H 2.949 0.565 3.396
H 2.456 -0.587 2.596
*
```

Values from the calculation:
HOMO, hartree: -0.367
Energy above the lowest of the compared OMol25 structures with the same formula, charge and spin, eV: 1.832
Molar mass, g mol⁻¹: 111.1
Frontier orbital gap, eV: 10.5

---

(6)
DFT (ωB97M-V/def2-TZVPD) results for 2 unconnected molecules or ions with the total composition C6H17PSi at a distorted geometry.

ORCA input file:
```
! RIJCOSX wB97M-V def2-TZVPD def2/J DEFGRID3
* xyz 0 1
C -0.338 0.421 1.934
C -1.161 -1.622 0.672
C 1.229 -1.509 1.309
C -2.404 1.434 -1.685
C 2.029 1.441 -0.149
C 0.038 -0.670 0.904
Si 0.394 0.339 -0.636
P 0.862 -0.613 -2.768
H -0.855 1.277 1.393
H -0.964 0.055 2.629
H 0.545 0.831 2.411
H -1.296 -2.309 1.511
H -1.063 -2.151 -0.234
H -2.076 -0.971 0.525
H 1.913 -0.881 2.083
H 0.975 -2.403 1.980
H 1.882 -1.748 0.458
H -2.197 2.431 -2.174
H -2.736 0.529 -2.153
H -2.931 1.397 -0.740
H 1.906 1.795 0.864
H 2.849 0.772 -0.277
H 2.248 2.141 -0.921
H -0.274 -0.437 -3.585
H 1.426 0.451 -3.351
*
```

Values from the calculation:
HOMO (spin up / spin down), hartree: -0.298 / -0.256
Energy above the lowest of the compared OMol25 structures with the same formula, charge and spin, eV: 3.634
Molar mass, g mol⁻¹: 148.3
Frontier orbital gap (spin up / spin down), eV: 8.0 / 7.2

---

(7)
DFT (ωB97M-V/def2-TZVPD) results for 3 unconnected molecules or ions with the total composition C20H51N6O4P2 at a distorted geometry.

ORCA input file:
```
! RIJCOSX wB97M-V def2-TZVPD def2/J DEFGRID3
* xyz -1 1
C 9.610 -3.424 4.249
C 8.912 -2.935 2.847
C 8.866 -1.271 2.698
O 7.481 -0.869 2.989
C 7.279 -0.536 4.408
C 5.715 -0.704 4.888
C 5.282 -2.275 5.065
C 4.744 -2.813 3.452
C 4.484 -4.525 3.332
O 3.293 -3.392 3.383
H 8.886 -4.127 4.866
H 10.564 -4.097 4.005
H 9.948 -2.550 4.963
H 7.808 -3.370 2.830
H 9.541 -3.366 1.934
H 9.125 -1.070 1.553
H 9.686 -0.732 3.336
H 8.051 -1.085 5.132
H 7.544 0.623 4.515
H 5.053 -0.300 3.994
H 6.146 -3.000 5.375
H 4.281 -2.413 5.657
H 5.228 -2.227 2.455
H 4.789 -4.843 2.245
H 4.557 -5.175 4.304
O 0.168 0.932 2.051
P 0.286 0.274 0.654
N -1.334 -0.187 0.571
C -1.985 -1.215 1.350
C -2.258 0.900 0.257
N 1.400 -0.919 1.162
C 1.062 -2.261 1.588
C 2.459 -0.419 2.046
N 0.422 -0.482 -0.951
C -0.345 -1.553 -1.555
C 1.600 -0.111 -1.721
H -2.932 -1.507 0.867
H -2.203 -0.889 2.372
H -1.420 -2.137 1.394
H -2.263 1.074 -0.823
H -1.964 1.834 0.749
H -3.292 0.691 0.556
H 0.454 -2.264 2.496
H 1.965 -2.851 1.798
H 0.554 -2.825 0.806
H 2.117 -0.359 3.090
H 2.789 0.579 1.739
H 3.343 -1.065 2.014
H -0.577 -2.362 -0.862
H 0.189 -2.021 -2.390
H -1.286 -1.168 -1.961
H 2.406 -0.837 -1.574
H 1.970 0.871 -1.410
H 1.379 -0.040 -2.791
O -5.058 1.405 -2.169
P -5.648 2.694 -2.790
N -7.248 2.160 -2.746
C -7.837 1.120 -3.557
C -7.868 2.213 -1.425
N -4.819 2.520 -4.274
C -5.350 1.894 -5.467
C -3.416 2.112 -4.138
N -6.327 4.176 -3.504
C -7.533 4.379 -4.280
C -5.455 5.341 -3.477
H -8.936 1.210 -3.540
H -7.566 0.117 -3.212
H -7.586 1.204 -4.606
H -8.214 3.231 -1.225
H -7.161 1.935 -0.635
H -8.737 1.550 -1.326
H -5.561 0.832 -5.317
H -4.642 1.970 -6.305
H -6.246 2.396 -5.832
H -3.324 1.023 -4.011
H -2.948 2.596 -3.274
H -2.829 2.403 -5.016
H -7.720 3.586 -5.004
H -7.497 5.309 -4.861
H -8.405 4.455 -3.621
H -4.896 5.432 -4.414
H -4.732 5.262 -2.658
H -6.019 6.266 -3.311
*
```

Values from the calculation:
HOMO, hartree: -0.064
Molar mass, g mol⁻¹: 501.6
Frontier orbital gap, eV: 1.7

---

(8)
DFT (ωB97M-V/def2-TZVPD) results for 3 unconnected molecules or ions with the total composition C2H13N2O2 at a distorted geometry.

ORCA input file:
```
! RIJCOSX wB97M-V def2-TZVPD def2/J DEFGRID3
* xyz 0 2
C -0.573 0.378 -1.702
N 0.541 -0.476 -2.145
C -0.194 0.971 -0.330
N 0.200 -0.142 0.633
H -1.428 -0.277 -1.545
H -0.849 1.214 -2.349
H 0.170 -1.224 -2.727
H 1.237 0.010 -2.702
H -1.101 1.431 0.049
H 0.686 1.602 -0.357
H 1.238 -0.160 0.779
H -0.510 -0.414 1.331
H 0.040 -0.971 0.024
H -3.079 -0.194 3.231
H -3.424 -0.837 1.896
O -2.676 -0.614 2.465
H 3.368 -0.123 1.953
H 3.444 -0.222 0.377
O 2.908 0.052 1.121
*
```

Values from the calculation:
HOMO (spin up / spin down), hartree: -0.086 / -0.369
Energy above the lowest of the compared OMol25 structures with the same formula, charge and spin, eV: 0.756
Molar mass, g mol⁻¹: 97.1
Frontier orbital gap (spin up / spin down), eV: 3.0 / 10.7